DFT (ωB97M-V/def2-TZVPD) results for 2 unconnected molecules or ions with the total composition C5H12NO at a distorted geometry.

Last column: Mulliken charge in e.
Geometry (Å):
C: -0.099885 0.445886 -1.931065  -0.18
C: -0.673812 0.823429 -0.819733  0.34
C: 0.461533 -1.005094 -2.062815  -0.59
C: -1.274269 1.945747 -0.184470  -0.90
C: -0.041275 -0.370884 1.466822  -0.48
N: 1.173161 -1.279486 1.309493  -0.28
O: -0.046781 0.638392 2.409675  -0.51
H: -0.086714 1.174544 -2.721688  0.40
H: 1.430817 -1.000154 -2.572733  0.36
H: 0.604409 -1.424151 -1.080163  -0.24
H: -0.211039 -1.603597 -2.570370  0.35
H: -2.244269 2.160000 -0.775882  0.32
H: -1.545493 1.742740 0.898504  0.28
H: -0.640143 2.854125 -0.230468  0.28
H: -0.819852 -1.081983 1.596382  0.43
H: 1.983543 -0.766995 1.093381  0.34
H: 1.473653 -1.736386 2.288107  0.39
H: 0.995726 -1.953213 0.598532  0.32
H: -0.439310 0.437081 3.288491  0.37

Forces on the atoms, in the same order (eV/Å):
C 0.1 -2.3 1.6
C 1.8 -0.7 0.9
C 1.4 2.7 0.4
C -2.3 1.3 0.6
C -1.4 0.8 -1.5
N 0.4 0.2 4.8
O 1.0 -0.7 -0.4
H -0.1 0.0 -0.6
H -0.3 0.0 0.0
H -0.1 0.0 0.1
H -1.3 -1.2 -1.2
H 1.3 -0.1 1.1
H 0.3 0.4 -1.3
H -0.2 -0.5 0.1
H -0.9 -0.4 0.1
H 1.4 1.1 -0.9
H -1.0 0.6 -2.5
H -0.2 -0.8 -0.5
H 0.2 -0.3 -0.8

Its molecular weight is 102.16 g/mol. The HOMO-LUMO gap (spin up / spin down) comes out at 7.74 / 8.65 eV. The net charge is +1. The calculation puts the relative energy (zero: lowest compared OMol25 entry of this formula, charge and spin) at 5.205 eV. The strongest force on any atom is 4.865 eV/A.